[1]
Molecular formula: C10H13N2
Method: DFT, ωB97M-V/def2-TZVPD

Positions of all 25 atoms, in Å:
C: -1.47 2.68 0.65
C: -0.80 -1.49 -0.56
C: 0.39 -2.10 1.42
C: -0.14 -0.27 -0.63
C: 1.14 -0.89 1.31
C: -0.57 -2.37 0.50
C: 0.95 0.01 0.25
C: -1.32 -3.68 0.50
C: 0.52 3.22 -1.98
C: 1.70 1.29 0.13
N: -0.38 2.44 0.36
N: 0.80 2.44 0.05
H: -2.45 2.95 1.11
H: -1.65 -1.89 -1.23
H: 0.63 -2.83 2.08
H: -0.53 0.52 -1.24
H: 2.06 -0.69 1.90
H: -2.30 -3.54 -0.23
H: -0.71 -4.54 0.41
H: -1.76 -3.78 1.43
H: 0.98 4.11 -1.72
H: 0.93 2.53 -2.71
H: -0.64 3.04 -2.02
H: 2.33 1.52 1.00
H: 2.27 1.31 -0.76

ΔE to the lowest compared entry with this formula, charge and spin, eV: 7.4679
Charge: +1
E_HOMO (spin up / spin down), eV: -12.2 / -12.2
E, eV: -13547.8665
LUMO energy (spin up / spin down), eV: -5.57 / -5.57

[2]
Molecular formula: C4H7NO
Method: DFT, ωB97M-V/def2-TZVPD

Positions of all 13 atoms, in Å:
O: 2.19 -0.75 -0.15
N: 1.50 0.46 -0.13
C: 0.24 0.29 -0.13
C: -0.41 -1.08 -0.18
C: -1.62 -1.44 0.53
C: -0.62 1.52 -0.11
H: 3.11 -0.47 -0.14
H: -0.33 -1.53 -1.18
H: 0.20 -1.79 0.44
H: -1.30 1.53 -0.97
H: -1.73 -0.70 1.36
H: 0.01 2.41 -0.13
H: -1.24 1.54 0.80

ΔE to the lowest compared entry with this formula, charge and spin, eV: 6.1043
E_HOMO, eV: -8.9
E, eV: -7793.5400
LUMO energy, eV: -0.15

[3]
Molecular formula: C7H14AlBNO3
Method: DFT, ωB97M-V/def2-TZVPD

Positions of all 27 atoms, in Å:
C: -2.14 -0.88 -2.43
C: -2.24 -0.75 -1.10
Al: -0.64 -0.77 0.15
B: 1.00 -1.83 -0.72
C: 1.61 -1.53 -2.16
O: 1.57 -2.90 -0.04
N: -0.17 1.08 0.59
C: -0.64 1.52 1.83
C: -1.97 2.23 1.72
O: -0.11 1.36 2.92
C: 1.21 1.35 0.39
C: 2.24 0.88 1.39
O: 1.57 1.95 -0.60
H: -2.92 -1.33 -3.05
H: -1.23 -0.55 -2.94
H: -3.25 -0.68 -0.68
H: -1.08 -1.55 1.51
H: 1.69 -0.44 -2.25
H: 0.89 -1.86 -2.92
H: 2.58 -2.00 -2.34
H: 1.34 -2.81 0.89
H: -2.65 1.57 1.16
H: -1.84 3.12 1.10
H: -2.38 2.46 2.70
H: 3.21 0.95 0.90
H: 2.26 1.56 2.25
H: 2.07 -0.14 1.72

ΔE to the lowest compared entry with this formula, charge and spin, eV: 0.0000
Charge: -1
E_HOMO, eV: -4.5
E, eV: -22394.5106
LUMO energy, eV: 3.42

[4]
Molecular formula: C4H9O2
Method: DFT, ωB97M-V/def2-TZVPD

Positions of all 15 atoms, in Å:
C: 0.21 0.44 2.28
O: -1.15 0.30 1.93
H: 0.29 0.59 3.36
H: 0.79 -0.45 1.99
H: 0.67 1.30 1.79
C: 1.37 -0.51 -1.11
C: 0.02 -0.60 -0.95
O: -0.60 -1.34 -0.10
C: -0.88 0.24 -1.85
H: 1.78 0.16 -1.86
H: 2.06 -1.09 -0.51
H: -1.18 -0.38 1.23
H: -0.33 0.99 -2.41
H: -1.42 -0.39 -2.57
H: -1.61 0.73 -1.21

ΔE to the lowest compared entry with this formula, charge and spin, eV: 1.4314
Charge: -1
E_HOMO, eV: -2.7
E, eV: -8389.0603
LUMO energy, eV: 4.29

[5]
Molecular formula: C6H10
Method: DFT, ωB97M-V/def2-TZVPD

Positions of all 16 atoms, in Å:
C: -0.96 -0.73 1.46
C: -0.58 0.41 0.52
C: 0.94 0.73 0.50
C: 0.94 0.61 -1.02
C: 0.44 -0.73 -1.47
C: -0.54 0.29 -1.02
H: -0.95 -0.36 2.49
H: -1.96 -1.16 1.28
H: -0.23 -1.55 1.41
H: -1.16 1.30 0.78
H: 1.17 1.74 0.86
H: 1.58 0.01 1.04
H: 1.49 1.26 -1.69
H: 0.61 -1.64 -0.89
H: 0.49 -0.89 -2.55
H: -1.29 0.70 -1.69

ΔE to the lowest compared entry with this formula, charge and spin, eV: 1.3549
E_HOMO, eV: -9.5
SMILES string: C[C@H]1C[C@H]2C[C@H]21
E, eV: -6382.5046
LUMO energy, eV: 1.24

[6]
Molecular formula: C49H44KN10O4PSe
Method: DFT, ωB97M-V/def2-TZVPD

Positions of all 110 atoms, in Å:
K: -0.20 -0.02 1.45
C: 1.28 3.33 1.24
N: 0.13 2.59 0.79
C: -1.05 3.40 0.69
C: -2.26 2.54 0.52
N: -2.25 1.25 0.37
C: -3.57 0.86 0.32
C: -4.15 -0.39 0.21
C: -5.53 -0.46 0.18
C: -6.32 0.68 0.26
C: -5.77 1.94 0.39
C: -4.39 2.01 0.42
N: -3.52 3.06 0.54
C: 2.49 2.47 1.30
N: 2.74 1.46 0.52
C: 4.01 1.04 0.84
C: 4.79 0.05 0.26
C: 6.05 -0.15 0.79
C: 6.53 0.62 1.85
C: 5.78 1.64 2.40
C: 4.52 1.84 1.88
N: 3.53 2.76 2.14
H: 1.06 3.71 2.24
H: 1.51 4.20 0.58
H: 0.33 2.17 -0.12
H: -1.01 4.14 -0.13
H: -1.17 3.95 1.63
H: -3.55 -1.29 0.15
H: -6.00 -1.42 0.09
H: -7.40 0.58 0.24
H: -6.38 2.83 0.47
H: -3.77 4.03 0.66
H: 4.43 -0.52 -0.57
H: 6.69 -0.92 0.37
H: 7.52 0.42 2.23
H: 6.18 2.25 3.20
H: 3.53 3.47 2.85
O: 2.43 -1.78 -0.18
N: 1.73 -1.24 -1.23
C: 1.79 -1.95 -2.28
C: 1.10 -1.64 -3.51
C: 1.43 -2.41 -4.63
C: 0.79 -2.22 -5.83
C: -0.21 -1.26 -5.92
C: -0.55 -0.51 -4.82
C: 0.08 -0.68 -3.59
P: -0.39 0.35 -2.13
C: 0.40 1.87 -2.82
C: 1.60 2.28 -2.24
C: 2.24 3.42 -2.69
C: 1.71 4.16 -3.73
C: 0.53 3.75 -4.33
C: -0.12 2.61 -3.88
C: -2.15 0.60 -2.58
C: -2.92 -0.55 -2.76
C: -4.28 -0.47 -2.98
C: -4.90 0.77 -3.02
C: -4.15 1.92 -2.81
C: -2.78 1.83 -2.58
H: 2.32 -1.18 0.60
H: 2.37 -2.88 -2.27
H: 2.22 -3.14 -4.54
H: 1.05 -2.82 -6.70
H: -0.73 -1.11 -6.86
H: -1.35 0.21 -4.92
H: 2.03 1.70 -1.44
H: 3.17 3.73 -2.22
H: 2.20 5.06 -4.08
H: 0.11 4.31 -5.15
H: -1.04 2.32 -4.36
H: -2.44 -1.52 -2.71
H: -4.86 -1.36 -3.12
H: -5.96 0.84 -3.18
H: -4.62 2.89 -2.82
H: -2.22 2.73 -2.38
O: -2.85 -2.43 2.66
C: -1.73 -2.57 2.13
O: -0.71 -1.93 2.44
C: -1.63 -3.56 1.00
C: -2.40 -4.72 1.00
C: -2.30 -5.62 -0.04
C: -1.45 -5.35 -1.11
C: -0.71 -4.18 -1.12
C: -0.80 -3.29 -0.07
H: -3.08 -4.91 1.82
H: -2.88 -6.54 -0.03
H: -1.36 -6.06 -1.93
H: -0.07 -3.95 -1.96
H: -0.22 -2.38 -0.07
C: 2.76 -2.82 4.25
C: 2.91 -2.31 2.84
N: 3.68 -3.07 2.03
O: 2.40 -1.27 2.45
H: 3.47 -3.62 4.47
H: 1.74 -3.19 4.36
H: 2.89 -2.00 4.94
H: 4.04 -3.96 2.33
H: 3.70 -2.85 1.05
Se: -2.57 -0.39 3.91
N: -1.62 -0.92 5.23
C: -0.46 -0.24 5.18
C: 0.64 -0.40 6.02
C: 1.76 0.37 5.76
C: 1.73 1.29 4.72
N: 0.70 1.49 3.91
C: -0.38 0.74 4.14
N: -1.50 0.85 3.40
H: 0.60 -1.12 6.82
H: 2.65 0.26 6.36
H: 2.59 1.92 4.53

ΔE to the lowest compared entry with this formula, charge and spin, eV: 1.7331
E_HOMO, eV: -7.6
E, eV: -165580.1835
LUMO energy, eV: 0.17

Which value of ΔE to the lowest compared entry with this formula, charge and spin does entry 5 give?
1.3549 eV

Repeat the fifth record exactly.
Molecular formula: C6H10
Method: DFT, ωB97M-V/def2-TZVPD

Positions of all 16 atoms, in Å:
C: -0.96 -0.73 1.46
C: -0.58 0.41 0.52
C: 0.94 0.73 0.50
C: 0.94 0.61 -1.02
C: 0.44 -0.73 -1.47
C: -0.54 0.29 -1.02
H: -0.95 -0.36 2.49
H: -1.96 -1.16 1.28
H: -0.23 -1.55 1.41
H: -1.16 1.30 0.78
H: 1.17 1.74 0.86
H: 1.58 0.01 1.04
H: 1.49 1.26 -1.69
H: 0.61 -1.64 -0.89
H: 0.49 -0.89 -2.55
H: -1.29 0.70 -1.69

ΔE to the lowest compared entry with this formula, charge and spin, eV: 1.3549
E_HOMO, eV: -9.5
SMILES string: C[C@H]1C[C@H]2C[C@H]21
E, eV: -6382.5046
LUMO energy, eV: 1.24

Which value of ΔE to the lowest compared entry with this formula, charge and spin does entry 1 give?
7.4679 eV